(1)
Density functional theory data (ωB97M-V with the def2-TZVPD basis set) for C8H7O2P3 in the gas phase.

Each line ends with the Löwdin charge.
CARTESIAN COORDINATES (ANGSTROEM)
C (-1.0649, 2.4005, 0.0221)  -0.1410
C (-1.4382, 0.8880, 0.0636)  -0.5019
P (-3.1042, 0.6500, 0.0296)  1.0890
C (-3.1992, -1.2208, 0.0694)  -0.6341
O (-4.2467, -1.8198, 0.1080)  0.0288
O (-2.0247, -1.9377, -0.1044)  0.0616
C (-0.7947, -1.4435, 0.0165)  -0.2481
C (-0.4450, -0.1399, 0.0295)  -0.2706
C (0.9948, 0.3684, 0.1230)  -0.6874
P (2.1951, -0.4613, -0.9482)  0.7793
P (2.2289, -0.6252, 1.1810)  0.8135
C (1.6657, -2.0011, -0.0767)  -0.6223
C (0.2148, -2.5751, -0.0982)  -0.1075
H (-0.6294, 2.5708, -0.9114)  0.0627
H (-0.3925, 2.7729, 0.6861)  0.0254
H (-1.9986, 3.0295, 0.3701)  0.1044
H (0.9030, 1.4881, 0.0654)  0.0615
H (2.3366, -2.7454, -0.0909)  0.0004
H (-0.0512, -3.2304, 0.6374)  0.0946
H (0.1307, -3.0438, -0.9994)  0.0918

Cartesian forces (eV/Å) of the 3 atoms listed first:
-4.2 -1.1 0.7
-0.3 1.1 0.2
-0.5 -0.8 0.3

Summary:
E	-40367.910	eV
structure (SMILES)	Cc1pc(=O)oc2c1[C@H]1P3#P1[C@@H]3C2
LUMO level	-0.42	eV
F_max	5.138	eV/Å
frontier orbital gap	7.8	eV

(2)
Density functional theory data (ωB97M-V with the def2-TZVPD basis set) for a molecular structure, C2H6O2P.

Each line ends with the Löwdin charge.
CARTESIAN COORDINATES (ANGSTROEM)
C (-0.3316, -2.3773, -0.4628)  -0.0513
C (0.6776, 2.3488, 0.5615)  -0.1414
O (-1.2490, -1.3141, -0.5369)  -0.4959
O (0.4670, 1.0611, 0.1988)  -0.1576
P (-1.5752, 0.1296, -0.3708)  1.1481
H (-0.1332, -2.7280, -1.4794)  0.1125
H (-0.7988, -3.1876, 0.1001)  0.1119
H (0.5940, -2.0529, 0.0099)  0.1040
H (0.1090, 3.0797, -0.0192)  0.1042
H (0.4947, 2.5075, 1.6326)  0.1430
H (1.7453, 2.5333, 0.3660)  0.1225

Cartesian forces (eV/Å) of the 3 atoms listed first:
0.8 -1.7 -0.2
0.9 0.9 -1.3
0.1 -0.7 -0.2

Summary:
net charge	+1
E	-15543.393	eV
LUMO level (spin up / spin down)	-5.65 / -7.67	eV
⟨S²⟩	2.01
F_max	2.484	eV/Å
frontier orbital gap (spin up / spin down)	7.5 / 8.2	eV
multiplicity	3

(3)
Density functional theory data (ωB97M-V with the def2-TZVPD basis set) for 7 unconnected molecules or ions with the total composition C41H61F4N3O23PS2.

Each line ends with the Löwdin charge.
CARTESIAN COORDINATES (ANGSTROEM)
C (-0.3778, 5.4474, 3.8399)  -0.0735
C (-1.2879, 4.5820, 2.8340)  -0.2252
O (-0.6183, 3.4589, 2.1940)  -0.1403
C (0.3266, 3.8549, 1.1917)  -0.1891
C (1.8342, 3.2466, 1.3994)  -0.1979
C (2.3232, 3.2669, 2.9304)  -0.1065
C (1.8086, 2.0563, 3.8579)  -0.1500
F (0.8438, 1.1646, 3.2628)  -0.0901
N (2.0352, 1.9482, 0.6742)  -0.0889
P (3.5918, 1.1863, 0.9035)  0.8215
O (3.4638, 0.0527, 1.9820)  -0.4389
C (1.4873, 1.9091, -0.6660)  -0.2646
N (2.1247, 1.6652, -1.8182)  -0.2164
S (1.3023, 1.6234, -3.3550)  0.8592
N (0.0065, 2.1738, -0.7956)  -0.0201
C (-0.7361, 1.1728, 0.0204)  -0.1175
C (-0.6270, -0.2450, -0.7883)  -0.1441
C (-1.8553, -0.5561, -1.7586)  -0.0129
C (-1.9259, -1.8618, -2.6282)  -0.0118
C (-0.7126, -2.8873, -2.5286)  -0.1953
C (-0.8082, -4.1851, -3.4762)  -0.1034
C (0.4599, -2.5751, -1.5427)  -0.0212
C (0.5479, -1.2630, -0.6389)  -0.0124
C (-0.1430, 3.5860, -0.3484)  -0.4018
O (0.8802, 4.3122, -1.1238)  -0.0259
S (-1.7254, 4.4393, -0.8337)  0.9285
O (-1.5893, 5.9022, -0.3829)  -0.3010
O (-1.7235, 4.5041, -2.3673)  -0.3008
C (-3.3124, 3.6278, -0.3434)  -0.3900
F (-4.3696, 4.5858, -0.5831)  0.0486
F (-3.4062, 3.1646, 0.9936)  0.0818
F (-3.5621, 2.5682, -1.2996)  0.0497
H (-0.9756, 6.4214, 4.0676)  0.1034
H (0.5905, 5.8194, 3.3096)  0.0796
H (-0.1638, 4.9568, 4.8529)  0.0886
H (-1.8036, 5.3152, 2.1167)  0.1129
H (-2.1404, 4.1196, 3.4789)  0.1317
H (0.4739, 5.0101, 1.2612)  0.1644
H (2.5133, 4.0204, 0.8475)  0.1666
H (3.4875, 3.2169, 2.9291)  0.0972
H (2.0832, 4.2626, 3.4829)  0.1165
H (1.4443, 2.5252, 4.8591)  0.1337
H (2.7235, 1.4019, 4.1539)  0.1233
H (4.6106, 2.0833, 1.4303)  0.0609
H (4.1718, 0.5682, -0.2459)  0.0237
H (3.1444, 1.5086, -1.8143)  0.0794
H (0.7259, 2.8916, -3.5722)  -0.0649
H (-0.3177, 0.9547, 1.0667)  0.1315
H (-1.8606, 1.3508, 0.1399)  0.1234
H (-2.7588, 0.1667, -1.8629)  0.0918
H (-2.8086, -2.1200, -3.3359)  0.1095
H (-0.6605, -3.8677, -4.5872)  0.0965
H (-0.0136, -4.9849, -3.2690)  0.0791
H (-1.8375, -4.7067, -3.4442)  0.0832
H (1.3203, -3.3413, -1.4952)  0.0936
H (1.4393, -1.0578, 0.0491)  0.0846
H (0.8664, 5.2653, -0.8622)  0.1364
C (-1.9211, -8.8728, -3.9970)  -0.0023
C (-2.1893, -7.9706, -5.1827)  -0.3443
C (-2.5182, -8.7174, -6.4412)  -0.1036
O (-2.0741, -7.8238, -7.4535)  0.0684
C (-1.0695, -7.0811, -6.9033)  -0.5341
O (-0.3301, -6.3703, -7.5306)  0.1445
O (-1.0145, -7.2544, -5.5525)  0.0703
H (-2.7527, -9.5597, -3.8228)  0.1027
H (-1.0049, -9.4518, -4.1415)  0.0662
H (-1.7718, -8.2740, -3.0940)  0.0909
H (-2.9688, -7.2410, -4.9345)  0.1575
H (-3.5878, -8.9128, -6.5406)  0.1459
H (-1.9722, -9.6608, -6.5453)  0.1400
C (6.3084, 2.8457, 6.3062)  -0.0158
C (5.4623, 3.9890, 5.7863)  -0.3533
C (5.8205, 5.3179, 6.3823)  -0.1059
O (4.5914, 6.0271, 6.3121)  0.0710
C (3.5986, 5.0917, 6.3509)  -0.5311
O (2.4344, 5.3443, 6.5149)  0.1422
O (4.1022, 3.8351, 6.1815)  0.0699
H (7.3740, 3.0464, 6.1715)  0.0950
H (6.1113, 2.6601, 7.3656)  0.0982
H (6.0606, 1.9216, 5.7762)  0.0866
H (5.4976, 4.0182, 4.6908)  0.1501
H (6.5965, 5.8328, 5.8124)  0.1454
H (6.1286, 5.2580, 7.4310)  0.1474
C (-6.3877, 6.2326, 0.1619)  -0.0344
C (-7.3799, 6.9485, 1.0540)  -0.3402
C (-6.7481, 7.6109, 2.2429)  -0.1150
O (-7.8001, 7.5987, 3.1969)  0.0659
C (-8.5954, 6.5322, 2.8854)  -0.5277
O (-9.4594, 6.1008, 3.5984)  0.1610
O (-8.2747, 6.0236, 1.6617)  0.0883
H (-5.5861, 6.9022, -0.1598)  0.0943
H (-5.9502, 5.3720, 0.6726)  0.0727
H (-6.8923, 5.8445, -0.7274)  0.0939
H (-7.9718, 7.6599, 0.4672)  0.1636
H (-6.4327, 8.6343, 2.0291)  0.1432
H (-5.8990, 7.0543, 2.6537)  0.1377
C (5.2691, -2.4469, -3.5372)  -0.0079
C (5.2307, -0.9335, -3.5559)  -0.3343
C (6.5330, -0.3048, -3.9524)  -0.0900
O (6.4838, 0.9504, -3.2831)  0.0896
C (5.6943, 0.7759, -2.1884)  -0.5330
O (5.5969, 1.5722, -1.2849)  0.0723
O (5.0314, -0.4119, -2.2433)  0.0587
H (5.6053, -2.8477, -4.4964)  0.1001
H (5.9284, -2.8146, -2.7459)  0.0994
H (4.2736, -2.8468, -3.3249)  0.0867
H (4.4078, -0.5840, -4.1897)  0.1604
H (6.6143, -0.1644, -5.0319)  0.1514
H (7.4105, -0.8543, -3.5972)  0.1501
C (-3.9736, 1.4029, 4.2090)  -0.0247
C (-4.7207, 1.4180, 5.5263)  -0.3446
C (-4.3132, 2.5412, 6.4343)  -0.1171
O (-4.5766, 2.0060, 7.7227)  0.0686
C (-4.4633, 0.6489, 7.6109)  -0.5251
O (-4.4207, -0.1059, 8.5430)  0.1633
O (-4.4023, 0.2691, 6.3027)  0.0886
H (-4.0629, 2.3607, 3.6896)  0.0699
H (-2.9140, 1.1759, 4.3592)  0.0927
H (-4.3715, 0.6183, 3.5592)  0.0888
H (-5.8020, 1.4199, 5.3480)  0.1639
H (-4.9005, 3.4462, 6.2646)  0.1422
H (-3.2483, 2.7898, 6.3715)  0.1378
C (2.5029, -12.0693, -7.0034)  -0.0180
C (1.5033, -11.3474, -6.1244)  -0.3485
C (2.1248, -10.6781, -4.9347)  -0.1077
O (1.0639, -10.6828, -3.9883)  0.0419
C (0.2706, -11.7527, -4.3014)  -0.5415
O (-0.6009, -12.1800, -3.5936)  0.1551
O (0.6027, -12.2679, -5.5182)  0.0900
H (3.3071, -11.4017, -7.3221)  0.0924
H (2.9368, -12.9278, -6.4832)  0.0956
H (2.0062, -12.4629, -7.8945)  0.0893
H (0.9167, -10.6395, -6.7213)  0.1557
H (2.4426, -9.6563, -5.1527)  0.1430
H (2.9697, -11.2322, -4.5130)  0.1437

Cartesian forces (eV/Å) of the 3 atoms listed first:
-0.3 0.9 -0.5
-1.1 0.9 2.0
0.6 0.9 -1.1

Summary:
net charge	+1
E	-136881.574	eV
LUMO level	-4.23	eV
F_max	9.093	eV/Å
frontier orbital gap	6.8	eV

(4)
Density functional theory data (ωB97M-V with the def2-TZVPD basis set) for a molecular structure, C16H26NOS5SbTc.

Each line ends with the Löwdin charge.
CARTESIAN COORDINATES (ANGSTROEM)
Tc (1.3425, -0.5529, -0.4468)  0.9529
S (5.9048, -3.8165, 0.7710)  0.1966
Sb (5.0352, -1.8624, 0.9080)  0.4169
S (2.6125, -2.2678, -0.2067)  0.1485
S (1.2197, 0.1250, 1.6441)  0.7137
S (4.9211, 0.2987, 1.1563)  0.0475
O (1.5352, 0.9563, -1.5454)  -0.7345
S (1.9235, 2.0248, -2.6842)  1.1746
C (0.9181, 3.4451, -2.2308)  -0.2837
C (1.6448, 4.0762, -1.0442)  -0.2052
C (3.1045, 4.1480, -1.4880)  -0.1845
C (3.4656, 2.7606, -2.0539)  -0.2584
H (-0.1007, 3.0938, -2.0652)  0.1114
H (0.9281, 4.0923, -3.1177)  0.1292
H (1.5388, 3.4422, -0.1606)  0.1116
H (1.2325, 5.0555, -0.8057)  0.1399
H (3.7779, 4.4133, -0.6738)  0.1357
H (3.2204, 4.9021, -2.2674)  0.1337
H (3.8283, 2.0532, -1.3046)  0.0721
H (4.1723, 2.7819, -2.8848)  0.1136
C (-0.2710, 0.0568, 4.4139)  -0.0136
C (-1.1339, -0.1600, 3.2053)  -0.2051
C (-2.4488, -0.4278, 3.2835)  0.0294
C (-3.2316, -0.5995, 2.0978)  -0.1395
C (-4.7139, -0.6375, 2.2146)  0.0150
C (-2.6257, -0.8181, 0.8493)  0.0496
C (-1.2575, -0.7293, 0.7280)  -0.2286
C (-0.5877, 0.0440, 1.8137)  -0.5040
N (-0.4684, -1.1783, -0.2924)  -0.0918
C (-0.8799, -2.1214, -1.4429)  -0.5637
C (-2.3590, -2.1137, -1.8343)  -0.0343
C (-0.5200, -3.5513, -1.0379)  -0.0345
C (-0.0716, -1.6816, -2.6704)  -0.0655
H (-0.8047, 0.6069, 5.1875)  0.1110
H (0.6680, 0.5673, 4.2015)  0.0607
H (-0.0225, -0.9238, 4.8403)  0.1232
H (-2.9343, -0.5038, 4.2513)  0.1560
H (-5.0648, 0.1362, 2.9007)  0.1160
H (-5.0151, -1.5949, 2.6630)  0.1312
H (-5.2136, -0.5398, 1.2541)  0.1019
H (-3.2610, -1.1125, 0.0304)  0.1028
H (-0.9052, 1.0810, 1.6142)  0.1615
H (-2.9971, -2.5492, -1.0702)  0.0861
H (-2.4435, -2.7619, -2.7082)  0.1132
H (-2.7234, -1.1244, -2.1299)  0.1092
H (-1.1865, -3.9040, -0.2460)  0.1052
H (0.5066, -3.6590, -0.6951)  0.0099
H (-0.6508, -4.2054, -1.9018)  0.1144
H (-0.3049, -0.6499, -2.9463)  0.0869
H (-0.3283, -2.3135, -3.5204)  0.1174
H (1.0248, -1.8010, -2.5529)  0.0485

Cartesian forces (eV/Å) of the 3 atoms listed first:
0.0 -0.6 1.1
0.0 0.0 0.1
0.0 0.2 -0.1

Summary:
net charge	+3
E	-83434.616	eV
LUMO level (spin up / spin down)	-11.95 / -12.09	eV
F_max	1.289	eV/Å
frontier orbital gap (spin up / spin down)	5.7 / 5.5	eV

(5)
Density functional theory data (ωB97M-V with the def2-TZVPD basis set) for 2 unconnected molecules or ions with the total composition C5H10N.

Each line ends with the Löwdin charge.
CARTESIAN COORDINATES (ANGSTROEM)
C (1.2309, 0.7616, 1.9166)  -0.0440
C (-1.0707, 0.1687, 1.1551)  0.0321
C (-2.3481, -0.2685, 0.7404)  0.0195
C (1.2962, -0.1389, -2.7014)  -0.0420
C (0.2655, -0.1083, -1.8216)  -0.0985
N (0.0101, 0.3639, 1.5451)  0.1229
H (1.3545, 1.0883, 2.9715)  0.1315
H (1.9949, -0.0223, 1.6524)  0.1420
H (-3.0301, 0.5195, 1.0061)  0.1059
H (-2.3007, -0.3607, -0.4543)  0.1588
H (-2.6179, -1.2350, 1.2048)  0.1308
H (1.8335, 0.7149, -3.0880)  0.0683
H (1.5228, -1.1221, -3.0582)  0.0583
H (1.4018, 1.7098, 1.3303)  0.1421
H (-0.4105, -0.9700, -1.5272)  0.0742
H (-0.1230, 0.7474, -1.4731)  -0.0020

Cartesian forces (eV/Å) of the 3 atoms listed first:
4.3 2.0 0.2
4.2 -0.2 1.6
-0.4 -0.6 -2.8

Summary:
net charge	+1
E	-6823.427	eV
LUMO level (spin up / spin down)	-3.96 / -5.65	eV
⟨S²⟩	2.01
F_max	8.179	eV/Å
frontier orbital gap (spin up / spin down)	5.2 / 10.1	eV
multiplicity	3

(6)
Density functional theory data (ωB97M-V with the def2-TZVPD basis set) for a molecular structure, C2HFO2Sm.

Each line ends with the Löwdin charge.
CARTESIAN COORDINATES (ANGSTROEM)
C (-0.7290, 0.1151, -0.1844)  -0.3463
H (-0.9829, -0.5403, -1.0361)  0.0634
F (-1.8633, 0.1256, 0.6440)  -0.1337
O (1.4577, -0.2778, -0.4612)  -0.3149
C (0.5541, -0.4392, 0.4651)  -0.7775
O (0.6515, -0.8650, 1.6155)  0.0220
Sm (0.9119, 1.8815, -1.0430)  1.4870

Cartesian forces (eV/Å) of the 3 atoms listed first:
0.2 -0.1 0.4
0.2 0.2 0.2
0.3 0.2 0.0

Summary:
E	-26804.141	eV
LUMO level (spin up / spin down)	-1.61 / -1.57	eV
⟨S²⟩	12.01
F_max	2.649	eV/Å
frontier orbital gap (spin up / spin down)	5.7 / 5.7	eV
multiplicity	7